{"formula": "C26H41F3NO11S", "method": "ωB97M-V/def2-TZVPD", "charge": 1, "elements": ["N", "C", "C", "S", "C", "C", "O", "C", "C", "F", "F", "F", "H", "H", "H", "H", "H", "H", "H", "H", "H", "H", "H", "O", "C", "O", "C", "C", "C", "H", "H", "H", "H", "H", "H", "O", "C", "O", "C", "C", "C", "H", "H", "H", "H", "H", "H", "O", "C", "O", "C", "C", "C", "H", "H", "H", "H", "H", "H", "O", "C", "O", "C", "C", "C", "H", "H", "H", "H", "H", "H", "O", "C", "O", "C", "C", "C", "H", "H", "H", "H", "H", "H"], "xyz": [[0.914763, -2.037696, 2.604940], [1.141893, -1.052748, 1.772176], [0.185730, 0.244943, 1.710620], [-1.197551, -0.177441, 0.528169], [-2.815391, 0.442290, 1.273182], [-3.601467, -0.871505, 1.778109], [-5.038805, -0.731160, 1.720795], [-5.656095, -1.750310, 2.521323], [-5.989658, -3.088541, 1.712904], [-6.965719, -2.930157, 0.719362], [-4.843267, -3.737319, 1.200563], [-6.556137, -3.982301, 2.663651], [1.650066, -2.755271, 2.475835], [2.067480, -1.151076, 1.088088], [-0.228627, 0.355490, 2.764384], [0.787477, 1.139830, 1.351716], [-1.246853, -1.566161, 0.535003], [-3.411385, 1.079076, 0.544168], [-2.637394, 1.072042, 2.220363], [-3.337707, -1.756521, 1.087301], [-3.203852, -1.085061, 2.836610], [-5.017706, -2.078402, 3.420812], [-6.648752, -1.404003, 2.984446], [0.053557, -0.615622, -0.973708], [0.658769, -0.515736, -2.028394], [0.294041, -1.149882, -3.158570], [1.274916, -0.907249, -4.180553], [1.976748, 0.361330, -3.759143], [1.918030, 0.275416, -2.248425], [1.952289, -1.764156, -4.223239], [0.780565, -0.800322, -5.146412], [2.988702, 0.446316, -4.156020], [1.407542, 1.231495, -4.099710], [2.764626, -0.280817, -1.837000], [1.847512, 1.262597, -1.791058], [4.039342, -0.661062, 1.291890], [4.641363, -0.380185, 2.301927], [4.128823, 0.389621, 3.295395], [5.138416, 0.616431, 4.290241], [6.128265, -0.510732, 4.113926], [6.053882, -0.778987, 2.624732], [5.588632, 1.596782, 4.112404], [4.684354, 0.611312, 5.282098], [7.130211, -0.262603, 4.466141], [5.787232, -1.393675, 4.663294], [6.739270, -0.145092, 2.063504], [6.227219, -1.830512, 2.396794], [-4.674125, 5.007134, 0.454286], [-4.759091, 4.406818, -0.582854], [-4.383965, 4.913546, -1.787946], [-4.720615, 3.981400, -2.822916], [-4.825996, 2.641100, -2.131778], [-5.328393, 3.023542, -0.754377], [-5.666260, 4.290730, -3.276832], [-3.943379, 3.986916, -3.588445], [-5.473386, 1.936078, -2.655353], [-3.832351, 2.187787, -2.047786], [-6.418560, 3.079342, -0.720032], [-4.953684, 2.347298, 0.012466], [8.774382, 1.183866, 0.453608], [7.909264, 2.001151, 0.609852], [6.961609, 1.925643, 1.586927], [6.023118, 2.997234, 1.421685], [6.756767, 4.048805, 0.620291], [7.676794, 3.214794, -0.248629], [5.143334, 2.612362, 0.896524], [5.715467, 3.369822, 2.400187], [6.090199, 4.701027, 0.054267], [7.353196, 4.675863, 1.289682], [7.191214, 2.906154, -1.177255], [8.612292, 3.732234, -0.457159], [-3.546825, -4.063657, -5.266634], [-3.792480, -3.853548, -4.110284], [-4.535057, -2.799833, -3.669359], [-4.539817, -2.787065, -2.237766], [-4.212208, -4.203804, -1.825797], [-3.300233, -4.667284, -2.943056], [-3.787898, -2.068752, -1.892692], [-5.520374, -2.472308, -1.876810], [-3.761178, -4.270209, -0.835686], [-5.123724, -4.808758, -1.822065], [-2.255391, -4.413977, -2.748047], [-3.407993, -5.734120, -3.134851]], "atomic_forces_ev_per_a": [[0.172, 2.413, -1.782], [0.578, -1.765, 0.438], [1.044, -1.880, 1.111], [-2.944, 2.533, 1.863], [-0.946, -1.016, 2.475], [0.756, -0.230, -0.745], [0.768, -0.744, 1.292], [-0.663, -0.902, 0.487], [-0.958, -1.034, 1.004], [2.506, -0.316, 1.690], [-2.416, 1.449, 0.651], [1.212, 1.664, -1.997], [-0.472, 0.467, 0.073], [-1.777, 0.904, 0.938], [0.366, 0.097, -1.500], [-1.173, -1.120, 0.253], [-0.219, 1.259, 0.650], [1.164, -1.142, 0.519], [-0.003, -0.763, -1.599], [-0.206, 1.174, 1.077], [-0.801, 0.128, -1.480], [-0.717, 0.450, -1.456], [1.421, -0.272, -1.101], [2.648, -1.669, -3.100], [0.475, -0.318, -0.429], [-0.285, 0.376, 1.377], [0.405, -0.053, -0.860], [0.270, 0.432, -0.265], [-0.090, 0.365, -0.195], [-0.123, 0.011, 0.082], [-0.172, -0.189, 0.231], [-0.111, -0.083, 0.008], [0.071, -0.093, -0.009], [-0.083, 0.046, 0.180], [0.088, -0.223, 0.273], [-0.121, 0.384, 0.423], [0.333, -0.033, -0.484], [-0.261, -0.294, -0.708], [0.261, 0.273, 0.648], [0.433, -0.259, 0.296], [0.061, -0.442, 0.391], [-0.047, -0.074, -0.037], [-0.191, 0.080, -0.223], [-0.119, 0.057, -0.020], [0.038, 0.117, 0.012], [-0.108, -0.204, -0.054], [-0.044, 0.158, -0.286], [0.265, -0.079, -0.670], [-0.243, 0.559, 0.850], [0.049, -0.071, 0.402], [0.006, -0.004, -0.509], [-0.101, -0.621, -0.147], [0.225, -0.380, -0.371], [0.053, -0.013, 0.041], [-0.051, 0.236, 0.122], [0.075, 0.093, -0.033], [-0.049, 0.032, -0.069], [0.065, -0.010, 0.166], [-0.350, 0.233, 0.197], [-0.646, 0.164, 0.572], [0.873, -0.587, -0.717], [0.219, 0.132, -0.028], [-0.440, 0.248, 0.172], [-0.058, 0.583, -0.139], [-0.107, 0.504, 0.241], [0.042, -0.030, 0.022], [0.056, -0.238, -0.010], [-0.005, -0.070, 0.106], [-0.099, -0.049, -0.049], [0.160, -0.041, -0.013], [-0.017, -0.312, -0.206], [-0.412, 0.461, 0.518], [0.581, -0.293, -0.965], [0.076, -0.108, -0.160], [-0.274, 0.184, 0.275], [0.061, -0.377, 0.497], [-0.359, -0.161, 0.402], [0.029, 0.019, -0.030], [0.074, 0.107, -0.209], [-0.082, 0.036, -0.098], [0.070, 0.098, 0.058], [0.007, -0.094, -0.133], [0.286, 0.130, -0.195]]}

{"formula": "H16O8", "method": "ωB97M-V/def2-TZVPD", "smiles": "O.O.O.O.O.O.O.O", "charge": 0, "de_lowest_ev": 1.864, "elements": ["O", "H", "H", "O", "H", "H", "O", "H", "H", "O", "H", "H", "O", "H", "H", "O", "H", "H", "O", "H", "H", "O", "H", "H"], "xyz": [[0.327336, 1.491402, 2.314379], [0.027698, 1.091336, 3.136375], [1.095896, 2.013596, 2.561524], [-0.054495, -3.546884, -1.339252], [0.551383, -2.951338, -1.791671], [-0.059241, -3.255861, -0.414665], [1.863356, 3.322461, -0.168683], [2.245688, 3.597074, 0.669346], [2.582654, 3.406811, -0.803358], [1.040815, -0.743380, -3.479138], [0.481691, -0.196261, -4.036333], [0.773163, -0.530497, -2.572438], [0.511811, -0.234457, -0.719704], [0.832192, 0.561365, -0.283555], [-0.365490, -0.376580, -0.341111], [-0.949437, -3.370345, 1.403150], [-0.397106, -3.262482, 2.182292], [-1.385702, -2.510366, 1.262358], [-2.032958, -0.861662, 0.758505], [-2.446140, -0.435757, 1.516826], [-2.704727, -0.842597, 0.066134], [-1.016698, 2.559969, -0.104194], [-0.222924, 2.874796, -0.551862], [-0.698763, 2.199660, 0.735077]], "atomic_forces_ev_per_a": [[0.005, -0.035, 0.040], [-0.014, -0.019, -0.005], [0.016, 0.001, -0.004], [0.040, 0.180, 0.046], [-0.013, 0.034, -0.074], [-0.053, -0.260, -0.068], [0.102, -0.087, -0.017], [-0.014, 0.101, -0.009], [-0.032, -0.043, -0.050], [0.034, -0.024, -0.071], [-0.024, -0.041, -0.030], [0.029, 0.080, 0.158], [0.069, -0.127, 0.001], [-0.007, 0.058, -0.035], [-0.009, 0.047, 0.073], [-0.042, 0.159, 0.041], [0.016, -0.002, -0.014], [0.126, -0.222, 0.036], [-0.165, 0.078, -0.014], [0.018, 0.114, -0.052], [0.029, -0.046, -0.032], [-0.157, -0.097, 0.003], [0.002, 0.028, 0.150], [0.042, 0.121, -0.077]]}

{"formula": "H34O17", "method": "ωB97M-V/def2-TZVPD", "charge": 0, "de_lowest_ev": 1.684, "elements": ["O", "H", "H", "O", "H", "H", "O", "H", "H", "O", "H", "H", "O", "H", "H", "O", "H", "H", "O", "H", "H", "O", "H", "H", "O", "H", "H", "O", "H", "H", "O", "H", "H", "O", "H", "H", "O", "H", "H", "O", "H", "H", "O", "H", "H", "O", "H", "H", "O", "H", "H"], "xyz": [[2.939314, 0.987490, -1.869118], [1.974314, 1.073490, -1.980118], [3.113314, 0.952490, -0.911118], [-2.645686, -0.937510, 1.444882], [-3.603686, -0.872510, 1.392882], [-2.330686, -0.258510, 0.810882], [1.690314, -0.828510, 2.451882], [1.792314, 0.014490, 2.874882], [0.976314, -0.746510, 1.792882], [3.170314, -2.163510, 0.165882], [2.487314, -2.183510, -0.437118], [3.614314, -3.013510, 0.012882], [-2.865686, 0.445490, -1.071118], [-2.534686, 1.277490, -1.351118], [-3.810686, 0.371490, -1.334118], [-1.235686, 0.268490, 3.759882], [-1.531686, 0.083490, 2.872882], [-0.656686, -0.480510, 3.896882], [-1.255686, -2.933510, -0.107118], [-1.712686, -2.228510, 0.270882], [-0.700686, -3.306510, 0.619882], [-1.746686, -1.715510, -2.556118], [-2.038686, -0.980510, -2.058118], [-2.174686, -1.522510, -3.379118], [0.871314, -2.203510, -1.620118], [0.041314, -2.404510, -1.232118], [0.726314, -1.856510, -2.504118], [1.046314, -3.524510, 1.217882], [1.697314, -2.946510, 0.888882], [1.435314, -4.337510, 1.034882], [0.001314, -0.147510, 0.397882], [0.422314, -0.682510, -0.302118], [-0.630686, 0.337490, -0.134118], [0.374314, 0.602490, -2.794118], [0.023314, 0.104490, -3.514118], [0.462314, 1.440490, -3.251118], [0.884314, 2.880490, -0.806118], [0.612314, 3.496490, -0.163118], [1.465314, 2.247490, -0.390118], [2.720314, 1.218490, 0.719882], [3.317314, 1.823490, 1.153882], [2.688314, 0.448490, 1.310882], [0.641314, 2.483490, 2.111882], [-0.221686, 2.125490, 2.017882], [1.198314, 1.753490, 1.988882], [-1.522686, 2.804490, -2.020118], [-0.606686, 2.717490, -1.722118], [-1.761686, 3.648490, -1.626118], [-2.016686, 1.925490, 1.443882], [-2.949686, 1.942490, 1.396882], [-1.832686, 2.799490, 1.082882]], "atomic_forces_ev_per_a": [[-0.071, 0.135, -0.241], [0.880, -0.453, 0.164], [-0.225, -0.101, -0.631], [0.186, 0.517, -0.401], [-0.054, -0.131, 0.086], [-0.321, -0.479, 0.383], [0.294, -0.637, -0.375], [-0.437, 0.523, 0.651], [-0.006, 0.279, 0.403], [2.737, -0.623, 2.129], [-2.563, 0.393, -2.982], [0.117, 0.486, 0.107], [-1.648, -1.856, 0.391], [0.626, 1.898, -0.830], [1.076, 0.230, 0.199], [0.315, 0.124, 0.352], [-0.598, 0.013, -0.596], [0.334, -0.271, 0.421], [1.588, -2.439, -0.495], [-1.431, 1.834, 1.251], [-0.282, 0.441, -0.691], [0.601, -1.068, -0.977], [-0.405, 1.419, 1.541], [-0.317, -0.274, -1.016], [2.510, 0.664, -0.460], [-2.146, -0.829, 0.610], [-0.150, -0.054, 0.225], [-2.279, 0.355, 1.258], [1.428, 1.775, -0.232], [0.696, -2.572, -0.304], [0.217, -0.276, -0.611], [0.199, -0.161, 0.089], [-0.242, 0.554, 0.077], [-0.165, 0.687, 0.154], [-0.547, -1.259, -0.539], [0.216, 0.732, 0.196], [-0.186, -0.373, -2.079], [-0.125, 0.910, 1.603], [0.307, -0.354, 0.627], [0.097, -0.062, 0.691], [0.439, 0.463, 0.091], [-0.024, -0.601, -0.329], [-0.050, 2.367, 0.489], [-1.266, -0.669, 0.324], [1.192, -1.387, -0.579], [-0.702, 0.139, 0.077], [0.704, -0.401, 0.209], [-0.297, 0.155, -0.222], [1.095, 0.647, -0.421], [-1.798, -0.498, 0.264], [0.482, 0.090, -0.048]]}

Computed highest occupied orbital energy (eV) in order:
-12.0197; -10.1880; -10.1083